# 1
ORCA calculation (ωB97M-V/def2-TZVPD) on a 11-piece molecular cluster, C11H44N22O11 overall at a distorted geometry.

Last column: Mulliken charge in e.
CARTESIAN COORDINATES (ANGSTROEM)
C -1.177070 -6.217924 -1.145438  0.6047
O -1.047521 -6.165742 -2.336629  -0.6763
N -1.893405 -7.042698 -0.417417  -0.4181
N -0.651062 -5.337103 -0.383705  -0.1367
H -1.789819 -7.014375 0.586855  0.1312
H -2.171072 -7.943727 -0.779560  0.2627
H -0.845073 -5.448070 0.601249  0.1312
H 0.138486 -4.755576 -0.625682  0.1216
C -1.175064 -2.731144 -2.901032  0.3752
O 0.005650 -2.858137 -2.672436  -0.5532
N -1.725822 -1.716856 -3.474701  -0.4827
N -2.007032 -3.671987 -2.678285  -0.1940
H -2.654094 -1.525755 -3.125558  0.2958
H -1.045023 -0.970881 -3.486029  0.2395
H -2.914980 -3.517058 -3.092689  0.1232
H -1.777452 -4.620595 -2.418390  0.1839
C 3.109703 2.523543 -1.544369  0.5529
O 3.643255 3.599590 -1.412276  -0.7852
N 1.983739 2.251682 -1.050214  0.3180
N 3.548796 1.548725 -2.276520  -0.3918
H 1.615910 1.316699 -1.153200  0.1408
H 1.313193 2.864924 -0.609304  0.0299
H 3.003937 0.765446 -2.607721  0.2024
H 4.334799 1.761277 -2.874124  0.2541
C -0.033156 -0.349986 0.149873  0.5524
O 0.541805 -0.034353 -0.892614  -0.0650
N -0.574108 -1.576731 0.420447  -0.2104
N -0.344550 0.512508 1.018636  0.1069
H -0.630389 -2.221887 -0.354607  0.0442
H -1.194279 -1.718346 1.204942  0.0209
H -0.775270 0.152988 1.858467  0.0870
H -0.083918 1.487242 0.973225  -0.0865
C -2.285690 -1.338628 4.087645  0.7236
O -1.687849 -0.579111 3.298930  -0.8926
N -1.793486 -2.319837 4.769373  -0.4598
N -3.518203 -1.096271 4.386100  -0.4616
H -2.356630 -2.492818 5.589764  0.1675
H -0.823720 -2.576982 4.653029  0.2521
H -4.027565 -1.741093 4.973342  0.1741
H -3.909008 -0.343147 3.838208  0.2404
C 2.201898 4.300396 2.537687  0.6289
O 1.846620 3.178633 2.186675  -0.6184
N 1.618491 5.003496 3.397754  -0.2411
N 3.319256 4.765109 2.053674  -0.3944
H 0.659600 4.781671 3.624529  0.1506
H 2.166189 5.761315 3.779657  0.1727
H 3.533033 5.671235 2.445250  0.0861
H 3.992571 4.311540 1.452811  0.2308
C -1.104601 4.666813 0.712029  0.3572
O -0.421075 3.775611 0.196886  -0.4571
N -2.260751 4.518033 1.283850  -0.3427
N -0.763200 5.893061 0.622456  -0.4030
H -2.748623 3.633726 1.274595  0.2494
H -2.568388 5.294439 1.851874  0.1489
H -1.406618 6.498783 1.111548  0.1355
H 0.194506 6.128267 0.404352  0.2538
C -1.426787 3.295971 4.278735  0.7225
O -1.160221 4.484071 4.415190  -0.7505
N -2.256200 2.606114 5.054689  -0.4075
N -1.015443 2.518748 3.401846  0.0552
H -2.698828 1.773174 4.693584  0.0863
H -2.607077 3.070856 5.879909  0.2195
H -0.759869 2.927174 2.514166  -0.2383
H -1.154262 1.529925 3.553662  0.0598
C 2.341596 -0.878321 -4.260208  0.5729
O 1.304071 -0.421467 -4.498563  -0.6129
N 2.616313 -1.348168 -3.081631  -0.0028
N 3.428877 -0.823708 -4.874640  -0.3289
H 1.913437 -1.258493 -2.361886  -0.2131
H 3.560687 -1.694167 -2.989210  0.1071
H 3.284803 -1.012230 -5.856378  0.2876
H 4.208606 -1.248140 -4.393008  0.1659
C 2.393407 -4.547276 -0.347563  0.5736
O 2.234040 -5.465648 -1.119994  -0.6228
N 2.238232 -3.310865 -0.617830  -0.1184
N 2.626308 -4.686554 0.963772  -0.4312
H 2.289723 -2.665633 0.157490  0.0932
H 1.760735 -2.950108 -1.431436  0.0506
H 2.611370 -5.567112 1.458229  0.2156
H 2.664318 -3.892813 1.587180  0.1407
C -2.027281 1.842414 -3.355888  0.5541
O -2.875450 2.221129 -2.565536  -0.7001
N -0.750583 1.607461 -2.983760  -0.1208
N -2.167415 1.409757 -4.543709  -0.3165
H -0.682543 1.520750 -1.979782  -0.1093
H -0.006954 1.325000 -3.606118  0.1754
H -1.391691 1.362655 -5.188802  0.1997
H -3.081789 1.235570 -4.935718  0.2137

Forces on the atoms, in the same order (eV/Å):
C 0.464 -0.238 -1.311
O -0.290 -1.311 -2.557
N -2.680 -3.688 1.380
N 2.280 4.135 4.135
H -0.049 -0.255 -0.397
H -0.038 0.341 -0.174
H 0.527 0.515 -0.180
H -0.324 -0.223 -0.563
C 2.409 -1.755 0.281
O 2.751 0.319 0.892
N -0.844 4.406 -1.564
N -4.583 -3.273 1.052
H 0.171 0.627 -0.348
H -0.420 0.801 -0.252
H 0.044 -0.538 0.189
H 0.508 0.115 -0.396
C 0.376 2.821 -0.019
O 2.078 2.131 0.116
N -5.978 -1.812 2.708
N 3.617 -3.441 -3.510
H -0.085 0.170 0.120
H 0.712 0.597 0.141
H -0.157 0.391 0.414
H -0.055 0.017 0.250
C -0.428 -1.432 -2.857
O 0.551 -1.526 -0.767
N 0.525 -1.540 -0.591
N -1.075 3.248 4.296
H 0.086 -0.019 0.047
H 0.126 0.257 -0.256
H 0.015 0.529 0.027
H 0.339 -0.031 -0.241
C 1.962 2.890 -2.158
O 0.165 -0.862 0.081
N 1.643 -2.563 1.368
N -3.600 1.100 0.379
H 1.035 -0.827 0.133
H -0.260 0.033 0.458
H -0.495 0.551 -0.454
H -0.637 -0.350 0.394
C 1.489 -6.059 -3.599
O -1.357 -0.983 -0.210
N -2.530 3.799 3.869
N 3.185 3.069 -0.397
H -0.137 0.300 0.708
H -1.002 0.084 0.332
H 0.818 -0.061 -0.727
H -0.674 -0.225 0.047
C 2.115 -3.821 -2.547
O -0.336 -0.862 0.525
N -3.424 -0.968 1.918
N 1.258 4.876 0.208
H 0.166 0.335 0.043
H -0.516 -0.731 0.083
H 0.966 0.828 -0.396
H -0.307 0.138 0.111
C -1.585 3.042 3.074
O 0.139 0.921 0.042
N -2.258 -0.261 3.408
N 2.935 -3.411 -5.991
H 0.024 0.392 0.427
H -0.166 -0.340 -0.167
H 0.825 -0.551 -0.070
H 0.283 0.095 -0.754
C -0.858 -0.655 4.788
O -6.253 2.525 -2.906
N 0.222 -1.888 4.517
N 6.168 0.354 -6.721
H 0.169 -0.198 0.224
H -0.870 -0.280 1.422
H 0.931 0.311 -0.311
H 0.120 0.107 -1.185
C -0.427 -3.107 0.149
O 0.201 -1.049 -0.561
N -0.474 5.847 -1.269
N 0.815 -1.190 3.582
H -0.132 0.156 -0.464
H -0.027 -0.588 -0.341
H 0.148 -0.009 -0.721
H 0.005 -0.169 -0.322
C 1.697 0.069 4.125
O -0.868 0.086 -0.045
N 0.976 0.876 1.949
N -2.535 -1.335 -6.602
H 0.876 0.269 -0.239
H -0.159 -0.291 0.382
H -0.176 -0.279 0.303
H 0.155 0.521 0.040

As for the HOMO energy: -8.0 eV. As for the largest force on an atom: 9.129 eV/Å. As for the total charge: 0. As for the LUMO energy: -0.456 eV. The calculation puts the energy relative to the best compared isomer or geometry (same formula, charge and spin) at 763.10 kJ/mol. Its orbital gap is 7.5422 eV. Its SMILES is NC(N)=O.NC(N)=O.NC(N)=O.NC(N)=O.NC(N)=O.NC(N)=O.NC(N)=O.NC(N)=O.NC(N)=O.NC(N)=O.NC(N)=O.

# 2
ORCA calculation (ωB97M-V/def2-TZVPD) on C12H18N6O6 in the gas phase at a distorted geometry.

Last column: Mulliken charge in e.
CARTESIAN COORDINATES (ANGSTROEM)
O 0.542952 -3.062615 -4.595630  -0.6161
O 4.838959 0.976476 3.053634  -0.6455
O -4.452105 -0.451915 2.719677  -0.5972
N 1.793211 -1.487761 0.073343  -0.5235
N -0.483189 -1.988070 0.038764  -0.5054
N 0.431822 -0.912160 1.863068  -0.5481
O 0.449234 -1.453923 -2.986557  -0.3415
O 2.843171 1.030795 1.944362  -0.2904
O -2.619309 -0.142873 1.440899  -0.2972
C 0.390921 -1.912439 -4.226199  0.6291
C 3.903986 1.566022 2.539083  0.6060
C -3.855227 0.137956 1.855912  0.5931
C 0.700188 -1.938675 -0.555548  0.7621
C 1.605445 -0.901258 1.250937  0.7823
C -0.603278 -1.416983 1.232317  0.8500
N 0.057449 -0.975873 -5.166537  -0.1745
N 4.005846 2.925131 2.611543  -0.1394
N -4.390252 1.291080 1.366473  -0.2207
C 0.781675 -2.460956 -1.965511  -0.7350
C 2.836366 -0.396609 1.954705  -0.7781
C -1.998270 -1.383704 1.853746  -0.7773
C -0.130602 -1.285812 -6.571023  -0.7891
C 2.979747 3.780507 2.125763  -0.7803
C -5.362575 2.059364 2.122182  -0.8090
H 0.011993 -0.016816 -4.840453  0.2411
H 4.796323 3.260798 3.151838  0.2534
H -3.760343 1.777368 0.715445  0.2757
H 1.799911 -2.805043 -2.099344  0.3373
H 0.100973 -3.326312 -2.037349  0.3450
H 2.824147 -0.859425 2.955083  0.3292
H 3.732531 -0.749760 1.497759  0.3778
H -1.823343 -1.393023 2.944630  0.3113
H -2.641948 -2.227962 1.577743  0.3624
H 0.712242 -1.812776 -6.923338  0.2855
H -0.244172 -0.388579 -7.225570  0.2972
H -1.007628 -1.931086 -6.642097  0.2607
H 1.998376 3.291034 2.059431  0.2656
H 3.250056 4.127401 1.089160  0.2442
H 2.837660 4.633510 2.814599  0.3116
H -5.103388 2.101007 3.190859  0.2791
H -6.359577 1.619693 2.037870  0.2391
H -5.389980 3.104267 1.754330  0.3296

Forces on the atoms, in the same order (eV/Å):
O 0.286 -0.207 1.016
O -0.584 -1.648 -0.359
O 0.072 -1.305 0.430
N 0.220 0.569 -1.193
N -0.907 0.150 -0.808
N -0.182 1.400 1.382
O 0.309 -0.010 2.053
O -0.547 0.134 0.103
O 0.927 -0.168 -0.953
C -0.622 -1.046 -2.903
C 2.839 1.180 1.683
C -1.201 0.863 1.701
C -0.275 0.596 0.840
C -0.058 -1.306 -0.633
C -0.153 -0.676 -0.925
N 0.261 1.776 1.397
N -1.375 -0.772 -0.366
N 1.865 0.584 -1.750
C 0.032 -0.600 -0.448
C -0.432 -0.476 0.730
C 0.189 0.303 0.938
C -0.841 0.418 0.265
C -0.433 1.486 -0.954
C -0.147 0.327 0.253
H -0.087 -0.316 -0.259
H -0.433 -0.261 -0.335
H -0.726 -0.138 0.592
H 0.172 -0.004 -0.393
H 0.210 0.523 -0.219
H -0.023 0.769 0.020
H 0.453 -0.289 -0.657
H -0.462 0.159 -0.380
H 0.430 0.192 -0.131
H 0.948 -0.776 -0.502
H -0.065 -0.495 0.978
H 0.022 0.061 -0.405
H 0.472 -0.132 0.090
H -0.486 0.087 0.935
H 0.177 -0.202 -0.522
H -0.013 -0.137 -0.296
H 0.121 0.097 -0.014
H 0.045 -0.713 0.000

As for the HOMO energy: -9.6 eV. As for the largest force on an atom: 3.505 eV/Å. As for the total charge: 0. As for the LUMO energy: -0.129 eV. The calculation puts the energy relative to the best compared isomer or geometry (same formula, charge and spin) at 30.15 kJ/mol. Its orbital gap is 9.5132 eV. Its SMILES is CNC(=O)OCc1nc(COC(=O)NC)nc(COC(=O)NC)n1.